Record 1
{"formula": "H20O10", "method": "the ωB97M-V functional and the def2-TZVPD basis", "homo_ev": -10.291, "smiles": "O.O.O.O.O.O.O.O.O.O", "mol_weight_g_mol": 180.2, "fmax_ev_per_a": 15.65, "species": ["O", "O", "O", "O", "O", "O", "O", "O", "O", "O", "H", "H", "H", "H", "H", "H", "H", "H", "H", "H", "H", "H", "H", "H", "H", "H", "H", "H", "H", "H"], "coordinates": [[1.4867, 0.4916, -0.1088], [0.1851, 3.4194, 0.7136], [-0.2136, 2.1871, -1.5509], [3.7209, 1.7752, -0.8072], [-2.2327, -0.5297, -1.1259], [3.4518, -2.6125, 1.4214], [-0.4334, -3.2040, 1.5730], [-1.6259, -1.4116, 2.7657], [-0.7193, -0.3140, -3.3740], [-3.5669, 0.0726, 0.9013], [-1.9827, -0.8764, 1.9623], [-1.9410, -0.3272, -2.0365], [3.6816, 1.4610, -1.5384], [-1.2127, -0.0907, -0.7022], [-4.4400, -0.1042, 1.0996], [-1.8827, -0.7486, 3.5364], [-3.3630, -0.5175, 0.2829], [3.2711, 1.0859, -0.2846], [0.2763, 2.9739, -0.2381], [0.9214, 1.1164, -0.5035], [3.5051, -1.7079, 1.7969], [-0.9259, -1.2369, -3.6071], [3.7696, -2.3675, 0.5879], [0.9683, 3.7392, 0.7755], [-0.1987, 1.8850, -2.5174], [1.0335, -0.3096, 0.1677], [-0.1309, -0.1196, -4.0909], [0.2680, -3.1929, 2.0134], [-0.9230, -2.3152, 1.4979], [-1.1148, 2.6600, -1.4678]], "atomic_forces_ev_per_a": [[1.72, -1.76, 0.98], [-7.44, -4.58, -3.81], [-2.52, 0.23, -2.58], [0.62, 5.26, 14.29], [5.79, 2.18, 1.01], [-0.50, 1.12, 2.00], [-10.43, 0.57, -7.45], [-2.07, 4.25, 0.93], [-0.22, -0.97, -0.33], [1.00, 4.12, 3.89], [0.31, -0.94, 2.04], [-0.72, -0.26, 0.25], [-0.46, -5.68, -14.58], [-4.86, -2.01, -1.49], [-2.89, -0.36, 1.04], [0.83, -2.06, -2.35], [1.57, -3.56, -4.47], [-0.01, 0.68, 0.15], [-0.42, 1.50, 3.16], [-1.46, 0.92, -0.62], [-0.31, -0.85, 0.54], [-0.18, 0.21, 0.53], [0.78, -0.22, -2.52], [8.19, 3.62, 1.29], [0.08, 0.57, 2.04], [-0.26, 0.20, -0.08], [0.67, 0.68, -0.62], [9.17, 0.93, 5.97], [2.06, -2.66, 0.88], [1.94, -1.13, -0.08]], "nbo_charge": [-0.9768, -0.9438, -0.9879, -0.9173, -0.9691, -0.9188, -0.9421, -0.9776, -0.9653, -0.9354, 0.4872, 0.4913, 0.4229, 0.4692, 0.4632, 0.4910, 0.4762, 0.4836, 0.4664, 0.4923, 0.4622, 0.4933, 0.4574, 0.4460, 0.5122, 0.4856, 0.4842, 0.4471, 0.4835, 0.5193]}

=====

Record 2
{"formula": "C22H25N2O9S2V", "method": "the ωB97M-V functional and the def2-TZVPD basis", "homo_ev": [-0.696, -0.940], "s2": 2.0089, "spin_multiplicity": 3, "mol_weight_g_mol": 576.5, "fmax_ev_per_a": 5.77, "charge": -2, "species": ["V", "S", "S", "O", "O", "O", "O", "O", "O", "O", "O", "O", "N", "N", "C", "C", "C", "C", "C", "C", "C", "C", "C", "C", "C", "C", "C", "C", "C", "C", "C", "C", "C", "C", "C", "C", "H", "H", "H", "H", "H", "H", "H", "H", "H", "H", "H", "H", "H", "H", "H", "H", "H", "H", "H", "H", "H", "H", "H", "H", "H"], "coordinates": [[0.3295, -0.1409, -0.0818], [2.3074, 1.5762, -0.7742], [1.7750, -1.1510, -2.5940], [0.9596, 1.3576, -1.3083], [2.2092, -2.4394, -3.1149], [2.6359, 0.7155, 0.3571], [1.4671, -1.2545, -1.1487], [-2.5661, 2.2459, -0.2782], [0.7368, -0.5504, -3.3959], [2.5971, 2.9784, -0.5198], [-0.0410, 0.9175, 1.1464], [-0.1947, -1.7036, 0.9819], [-1.2633, -0.6371, -0.9867], [-1.5883, -1.9591, -0.8000], [-2.2560, -1.0624, -3.1487], [-2.6295, -6.1130, 1.7062], [-2.3263, -5.0858, 2.5931], [3.1988, -0.0736, -2.8255], [-1.8494, 3.7493, -1.9520], [-2.0007, 1.2716, -2.3618], [-1.7528, -3.9112, 2.1391], [-1.8346, -4.7455, -0.1112], [3.3939, 1.1143, -2.1169], [-2.1327, 2.3464, -1.4226], [-0.2158, 1.2097, 2.4908], [-1.0279, -2.4146, 0.2865], [5.0589, 0.4860, -4.2523], [-1.8099, -0.0788, -2.0983], [-1.5067, -3.7164, 0.7781], [0.8550, 0.4658, 3.3074], [4.0358, -0.3742, -3.8902], [-0.0789, 2.7258, 2.6957], [-1.6144, 0.7480, 2.9340], [5.2431, 1.6772, -3.5532], [4.4052, 1.9847, -2.4959], [-2.3738, -5.9321, 0.3497], [-2.5545, -5.2072, 3.6466], [-1.6940, -0.3257, 2.7549], [-2.3501, 1.2508, 2.3092], [0.7813, 0.7169, 4.3700], [0.7152, -0.6071, 3.1643], [-0.1470, 2.9823, 3.7577], [6.0221, 2.3688, -3.8505], [3.8532, -1.2963, -4.4258], [1.8423, 0.7333, 2.9271], [-0.9018, 4.0668, -1.5094], [-2.6653, -0.5389, -4.0131], [0.8791, 3.0598, 2.2921], [-0.8817, 3.2194, 2.1462], [-3.0125, -1.7204, -2.7200], [-1.4098, -1.6748, -3.4571], [-1.7518, 3.7689, -3.0384], [-2.6338, 4.4380, -1.6322], [-1.5136, -3.1063, 2.8231], [-1.6412, -4.5848, -1.1634], [-2.5978, -6.7332, -0.3466], [4.4884, 2.9170, -1.9527], [-3.0529, -7.0435, 2.0664], [-1.7898, 0.9740, 3.9908], [-2.0413, 1.5521, -3.4075], [5.6986, 0.2459, -5.0929]], "atomic_forces_ev_per_a": [[0.30, -1.99, -1.63], [1.18, 2.18, 0.47], [-0.14, -1.43, -1.42], [0.22, 0.59, -0.32], [0.29, 0.29, 0.39], [-0.35, -0.38, -0.35], [1.48, -1.05, -1.25], [0.21, 0.02, 0.38], [0.19, 0.24, 0.21], [0.04, -0.36, -0.29], [-0.91, 4.10, 3.96], [-0.22, -1.28, 0.93], [-1.41, 1.01, -1.39], [-0.31, -1.39, 0.61], [0.02, 0.08, -0.22], [0.06, 0.13, -0.04], [-0.08, -0.27, 0.05], [-0.14, 0.40, 0.36], [0.11, -0.04, -0.04], [0.52, -0.46, 0.33], [0.16, 0.23, -0.17], [0.19, 0.20, 0.05], [-0.19, -0.40, -0.24], [-0.38, 0.06, -0.07], [-0.12, -0.27, 0.61], [-0.07, 0.98, -0.65], [0.03, 0.27, 0.14], [-0.35, -0.39, 0.02], [-0.32, -0.49, 0.07], [-0.11, 0.08, -0.24], [0.01, -0.22, -0.03], [-0.05, -0.25, -0.21], [0.27, 0.04, -0.27], [-0.03, -0.27, -0.20], [-0.05, 0.14, 0.23], [-0.05, -0.19, 0.12], [0.07, 0.02, 0.01], [-0.04, -0.01, 0.08], [-0.14, 0.04, -0.01], [0.02, -0.03, 0.01], [0.03, -0.02, 0.06], [0.00, 0.02, -0.01], [0.02, 0.01, 0.02], [0.03, 0.00, -0.01], [0.03, 0.03, 0.06], [0.00, 0.03, -0.04], [0.01, 0.03, 0.01], [0.00, 0.02, 0.03], [0.02, 0.08, -0.02], [-0.01, 0.03, -0.05], [-0.04, -0.09, 0.00], [0.04, 0.04, 0.01], [0.02, -0.02, 0.05], [0.03, 0.00, 0.00], [-0.04, 0.00, -0.02], [0.00, 0.03, -0.03], [0.06, -0.02, 0.01], [-0.03, 0.01, 0.00], [-0.02, -0.02, -0.01], [-0.05, -0.07, -0.03], [0.01, -0.04, 0.00]], "nbo_charge": [1.3224, 2.3977, 2.4318, -0.9282, -1.0058, -0.9501, -0.9491, -0.6392, -0.9633, -0.9961, -0.7050, -0.7517, -0.4677, -0.4043, -0.6658, -0.2538, -0.2310, -0.3113, -0.6987, -0.5119, -0.2122, -0.1980, -0.2311, 0.5359, 0.2673, 0.4645, -0.2268, 0.3769, 0.0375, -0.6363, -0.1914, -0.6236, -0.6321, -0.2320, -0.2113, -0.2331, 0.1917, 0.2170, 0.2349, 0.1764, 0.2240, 0.1727, 0.1954, 0.2414, 0.2223, 0.2348, 0.1869, 0.2182, 0.2214, 0.2278, 0.2398, 0.1918, 0.1964, 0.2241, 0.2305, 0.1921, 0.2403, 0.1885, 0.1727, 0.1911, 0.1954]}

=====

Record 3
{"formula": "C19H19O11PbS", "method": "the ωB97M-V functional and the def2-TZVPD basis", "homo_ev": [-1.470, -1.469], "s2": 0.7882, "spin_multiplicity": 2, "mol_weight_g_mol": 662.6, "fmax_ev_per_a": 5.88, "charge": -2, "species": ["Pb", "S", "O", "O", "O", "O", "O", "O", "O", "O", "O", "O", "O", "C", "C", "C", "C", "C", "C", "C", "C", "C", "C", "C", "C", "C", "C", "C", "C", "C", "C", "C", "H", "H", "H", "H", "H", "H", "H", "H", "H", "H", "H", "H", "H", "H", "H", "H", "H", "H", "H"], "coordinates": [[0.3220, -0.5730, 0.8080], [-1.2915, 3.1820, 0.3155], [4.8292, -0.8318, 5.8342], [-1.5559, 4.2931, 1.2259], [3.5009, -2.1820, -5.1126], [0.4631, -1.8839, 2.9714], [2.2012, 0.2283, 2.1012], [-1.9503, -1.7119, 0.9881], [1.0267, -2.0486, -1.1758], [3.6193, -3.5082, 5.9146], [-0.7350, 1.9372, 0.8210], [1.2807, 0.6593, -0.9863], [3.4187, 0.7406, -5.0769], [-0.2635, 3.7612, -1.1485], [-2.6070, 3.5556, -2.0751], [3.5023, -0.2201, 4.1109], [2.0479, -2.7799, 4.3976], [3.0300, -1.4717, -4.1170], [-3.1595, -2.3239, 0.6514], [3.0816, 0.0311, -4.0695], [-2.7680, 2.8829, -0.6566], [3.9656, -1.1740, 4.9460], [2.5745, -2.2064, -3.0203], [-1.3476, 4.3953, -2.0335], [-2.8979, -3.2774, -0.5309], [2.6201, 0.7305, -2.9750], [-4.4224, -1.4356, 0.4479], [2.4381, -0.4349, 3.1562], [1.9564, 0.1067, -1.8591], [1.7795, -1.4980, -2.0234], [3.1955, -2.5304, 5.0993], [1.6016, -1.8159, 3.3988], [0.6046, 4.2583, -0.7155], [-2.7220, 1.7970, -0.7392], [-1.4842, 5.4469, -1.7814], [-3.6969, -3.9792, -0.7697], [-0.7810, 4.4539, -2.9627], [-3.4810, 4.1807, -2.2582], [-1.9498, -3.8149, -0.5095], [-5.2577, -2.0953, 0.2128], [-2.8279, -2.5410, -1.3315], [1.5203, -3.7222, 4.3947], [2.5800, -3.2689, -3.2138], [-0.0025, 2.7469, -1.4505], [2.6464, 1.8057, -2.8762], [3.9168, 0.7771, 4.1229], [-4.5692, -0.8247, 1.3386], [-2.5727, 2.8531, -2.9078], [-3.6420, 3.0073, -0.0173], [-4.3704, -0.7534, -0.4007], [-3.3667, -2.9233, 1.5379]], "atomic_forces_ev_per_a": [[-2.15, -1.12, 1.79], [0.91, 1.22, -0.07], [-1.12, -1.49, -1.87], [0.18, -0.75, -0.51], [-1.50, 2.73, 2.71], [-1.80, 0.28, -2.52], [-0.45, 0.20, 0.62], [-0.48, 1.11, -0.92], [1.78, 0.51, -2.38], [-0.61, 3.84, -2.26], [-0.62, 0.96, -0.04], [1.01, 0.56, -0.65], [-0.12, -2.35, 1.36], [-2.08, -1.66, 2.27], [-0.68, 0.17, 1.25], [-3.22, 1.95, -4.36], [-0.55, 2.27, -3.09], [2.73, -2.40, -3.36], [1.70, -0.47, 0.99], [0.55, 2.73, -3.65], [0.37, -1.53, -0.67], [1.31, -0.60, 5.25], [-1.49, 0.63, 0.24], [2.58, 0.89, -0.45], [-0.45, 0.99, -0.53], [-1.30, -0.64, 4.00], [0.87, -0.33, -0.27], [2.02, -2.45, 1.19], [-0.28, -1.39, -2.95], [-0.59, 0.17, 2.98], [2.53, -4.39, 2.97], [2.11, 0.40, 3.73], [-0.25, 0.41, -0.46], [-0.01, -0.18, -0.31], [-0.37, -0.12, 0.42], [-0.29, -0.06, 0.05], [-0.71, -0.06, -0.70], [0.09, 0.12, -0.04], [-0.05, 0.16, 0.52], [-0.34, -0.01, 0.40], [0.14, -0.27, -0.72], [0.01, 0.02, 0.43], [-0.12, -0.19, 0.68], [0.49, 0.15, -0.68], [0.28, 0.10, -0.61], [0.41, -0.02, -0.02], [-0.24, -0.19, 0.07], [0.09, -0.36, 0.42], [-0.01, 0.83, -0.32], [0.45, 0.14, -0.25], [-0.72, -0.52, 0.31]], "nbo_charge": [1.5870, 2.1291, -0.6567, -0.9479, -0.4817, -0.6966, -0.7879, -0.9767, -0.5560, -0.7197, -0.9392, -0.6960, -0.5988, -0.6136, -0.4031, -0.4970, -0.5129, 0.3394, 0.1210, 0.3576, -0.6936, 0.4039, -0.1715, -0.4321, -0.6311, -0.3903, -0.6341, 0.4320, 0.4340, 0.4016, 0.3846, 0.4266, 0.2584, 0.2655, 0.2176, 0.1671, 0.2245, 0.2184, 0.2151, 0.1819, 0.1818, 0.2089, 0.2346, 0.2513, 0.2210, 0.1990, 0.2059, 0.2246, 0.2590, 0.1706, 0.1143]}

=====

Record 4
{"formula": "C6H16N2O", "method": "the ωB97M-V functional and the def2-TZVPD basis", "homo_ev": -9.067, "smiles": "CC(C)[C@H](N)C[C@@H](N)O", "mol_weight_g_mol": 132.2, "fmax_ev_per_a": 0.62, "species": ["O", "N", "N", "C", "C", "C", "C", "C", "C", "H", "H", "H", "H", "H", "H", "H", "H", "H", "H", "H", "H", "H", "H", "H", "H"], "coordinates": [[3.3380, 0.1455, -0.9572], [2.3687, -1.3619, 0.5404], [-0.0343, 0.5143, 1.7395], [0.9413, 0.2856, -0.5558], [-1.5687, 0.4374, -0.1435], [2.3237, -0.0222, 0.0327], [-1.8666, -0.1217, -1.5330], [-2.6840, 0.0402, 0.8215], [-0.2143, -0.0476, 0.4104], [2.5430, 0.6596, 0.8731], [-2.7973, -1.0411, 0.8368], [3.2996, -1.5662, 0.8867], [-2.8849, 0.1314, -1.8203], [-3.6286, 0.4840, 0.5158], [-0.2553, -1.1337, 0.5383], [0.8353, -0.3008, -1.4694], [0.7435, 0.0602, 2.2020], [-2.4399, 0.3751, 1.8246], [3.2470, 1.0092, -1.3711], [0.1632, 1.5081, 1.6786], [-1.5355, 1.5317, -0.2022], [2.1749, -2.0153, -0.2117], [-1.7728, -1.2055, -1.5321], [0.9007, 1.3476, -0.8188], [-1.1968, 0.2862, -2.2853]], "atomic_forces_ev_per_a": [[0.19, -0.08, -0.14], [0.11, 0.02, -0.02], [0.17, 0.05, 0.23], [0.08, -0.34, 0.51], [-0.03, -0.45, 0.16], [-0.29, 0.25, 0.13], [0.11, 0.29, 0.16], [0.13, 0.29, -0.07], [-0.08, 0.37, -0.40], [-0.09, -0.18, -0.21], [-0.05, -0.19, 0.01], [-0.05, -0.02, -0.02], [-0.09, -0.02, -0.08], [-0.15, -0.01, -0.03], [-0.05, 0.03, -0.07], [0.05, 0.03, -0.12], [0.02, 0.07, 0.03], [-0.10, -0.03, 0.08], [-0.04, 0.06, 0.01], [0.04, -0.02, 0.07], [0.06, 0.05, 0.00], [0.01, -0.03, 0.03], [0.00, -0.18, -0.03], [-0.03, 0.03, -0.08], [0.06, -0.02, -0.14]], "nbo_charge": [-0.7397, -0.8420, -0.8398, -0.4470, -0.2131, 0.2444, -0.6071, -0.6075, -0.0410, 0.1452, 0.1969, 0.3703, 0.2111, 0.2004, 0.1972, 0.2125, 0.3688, 0.2344, 0.4659, 0.3446, 0.1846, 0.3599, 0.2012, 0.1954, 0.2044]}

=====

Please write out number 4 again, unchanged.
{"formula": "C6H16N2O", "method": "the ωB97M-V functional and the def2-TZVPD basis", "homo_ev": -9.067, "smiles": "CC(C)[C@H](N)C[C@@H](N)O", "mol_weight_g_mol": 132.2, "fmax_ev_per_a": 0.62, "species": ["O", "N", "N", "C", "C", "C", "C", "C", "C", "H", "H", "H", "H", "H", "H", "H", "H", "H", "H", "H", "H", "H", "H", "H", "H"], "coordinates": [[3.3380, 0.1455, -0.9572], [2.3687, -1.3619, 0.5404], [-0.0343, 0.5143, 1.7395], [0.9413, 0.2856, -0.5558], [-1.5687, 0.4374, -0.1435], [2.3237, -0.0222, 0.0327], [-1.8666, -0.1217, -1.5330], [-2.6840, 0.0402, 0.8215], [-0.2143, -0.0476, 0.4104], [2.5430, 0.6596, 0.8731], [-2.7973, -1.0411, 0.8368], [3.2996, -1.5662, 0.8867], [-2.8849, 0.1314, -1.8203], [-3.6286, 0.4840, 0.5158], [-0.2553, -1.1337, 0.5383], [0.8353, -0.3008, -1.4694], [0.7435, 0.0602, 2.2020], [-2.4399, 0.3751, 1.8246], [3.2470, 1.0092, -1.3711], [0.1632, 1.5081, 1.6786], [-1.5355, 1.5317, -0.2022], [2.1749, -2.0153, -0.2117], [-1.7728, -1.2055, -1.5321], [0.9007, 1.3476, -0.8188], [-1.1968, 0.2862, -2.2853]], "atomic_forces_ev_per_a": [[0.19, -0.08, -0.14], [0.11, 0.02, -0.02], [0.17, 0.05, 0.23], [0.08, -0.34, 0.51], [-0.03, -0.45, 0.16], [-0.29, 0.25, 0.13], [0.11, 0.29, 0.16], [0.13, 0.29, -0.07], [-0.08, 0.37, -0.40], [-0.09, -0.18, -0.21], [-0.05, -0.19, 0.01], [-0.05, -0.02, -0.02], [-0.09, -0.02, -0.08], [-0.15, -0.01, -0.03], [-0.05, 0.03, -0.07], [0.05, 0.03, -0.12], [0.02, 0.07, 0.03], [-0.10, -0.03, 0.08], [-0.04, 0.06, 0.01], [0.04, -0.02, 0.07], [0.06, 0.05, 0.00], [0.01, -0.03, 0.03], [0.00, -0.18, -0.03], [-0.03, 0.03, -0.08], [0.06, -0.02, -0.14]], "nbo_charge": [-0.7397, -0.8420, -0.8398, -0.4470, -0.2131, 0.2444, -0.6071, -0.6075, -0.0410, 0.1452, 0.1969, 0.3703, 0.2111, 0.2004, 0.1972, 0.2125, 0.3688, 0.2344, 0.4659, 0.3446, 0.1846, 0.3599, 0.2012, 0.1954, 0.2044]}